49
Properties=species:S:1:pos:R:3:nbo_charge:R:1 method="wB97M-V/def2-TZVPD" homo_ev=-8.4 homo_lumo_gap_ev=8.51 total_charge=0 fmax_ev_per_a=18.26 energy_ev=-55045.51654 e_lumo_ev=0.07
O -0.95483 -4.72034 4.50336 -0.52
C -0.89510 -3.96402 3.68885 0.69
N -0.13705 -4.28752 2.50623 -0.63
C 0.02386 -3.32917 1.36819 0.10
C 1.06677 -3.35261 0.69447 -0.23
C 1.55887 -2.47785 -0.39437 -0.18
C 0.68357 -1.46502 -0.83121 0.08
C -0.68947 -1.68596 -0.35954 -0.25
C -0.94164 -2.46251 0.71551 -0.14
H -1.91296 -2.39672 1.31043 0.22
H -1.24228 -1.04848 -0.73798 0.18
N 0.92979 -0.94855 -2.20741 -0.45
C 2.01592 -0.21393 -2.09279 -0.20
H 3.07053 -0.89832 -1.63518 0.21
C 2.05911 1.10371 -1.57704 -0.29
N 1.20531 2.03235 -2.12952 -0.37
C 1.37552 3.13988 -2.70431 0.59
O 2.60220 3.59993 -2.77411 -0.66
C 0.37094 3.53932 -3.60304 -0.25
C -0.27259 3.25367 -4.60843 -0.21
C -1.29584 4.18722 -5.28297 -0.29
C -0.89885 5.49244 -4.66347 -0.41
S 0.19099 5.34649 -3.38050 0.43
H -1.43489 6.40279 -4.82301 0.24
H -1.97081 3.78984 -6.22466 0.26
H -0.34619 2.12233 -4.92744 0.21
C -0.29707 1.39352 -1.97494 -0.20
H -0.84800 1.75581 -2.63538 0.21
C -0.01644 0.00323 -2.66516 -0.25
H -1.02385 -0.59798 -2.55720 0.20
H 0.23241 -0.11899 -3.80194 0.24
H -0.54997 1.18812 -1.08037 0.20
H 3.14590 1.63294 -1.63487 0.29
H 1.84732 1.14045 -0.41047 0.19
H 2.44856 -0.11415 -3.18560 0.20
H 2.67792 -2.83555 -0.95487 0.24
H 1.92074 -4.16478 0.96165 0.19
H 0.55471 -4.89594 2.58532 0.39
C -1.41807 -2.50684 3.70636 -0.16
C -0.51991 -1.30191 3.66225 -0.11
C -1.21442 -0.04192 4.13632 -0.24
C -2.39892 0.13601 4.13937 -0.16
C -3.41407 -1.05479 4.12097 -0.24
C -2.89521 -2.26235 4.00061 -0.21
H -3.42114 -3.29408 3.83241 0.23
H -4.55502 -1.16265 4.46113 0.24
H -3.14536 0.98267 4.44030 0.24
H -0.73984 0.79923 4.15984 0.22
Cl 1.00666 -1.54351 3.48643 0.17

***

13
Properties=species:S:1:pos:R:3:nbo_charge:R:1 method="wB97M-V/def2-TZVPD" homo_ev=-9.9 homo_lumo_gap_ev=10.17 total_charge=0 fmax_ev_per_a=1.69 energy_ev=-13881.83707 e_lumo_ev=0.31
C -1.12558 0.26787 -0.27013 1.00
N -0.13058 -0.36496 -0.94598 -0.67
C 0.86300 -0.81999 0.05016 0.95
O -1.72331 1.26705 -0.87885 -0.63
O -1.67029 -0.29651 0.74041 -0.65
O 0.87434 0.92174 0.68066 -1.03
O 2.10509 -0.95343 -0.46277 -0.70
O 0.41541 -1.60329 0.91821 -0.70
H -2.48338 1.55747 -0.35230 0.51
H -0.90032 -1.05781 1.07976 0.52
H 1.04082 0.95044 1.63093 0.46
H 2.47485 -0.05691 -0.49326 0.51
H 0.25995 0.18833 -1.69685 0.41

***

15
Properties=species:S:1:pos:R:3:nbo_charge:R:1 method="wB97M-V/def2-TZVPD" homo_ev=-2.4 homo_lumo_gap_ev=6.58 total_charge=-1 fmax_ev_per_a=1.27 energy_ev=-6810.02812 e_lumo_ev=4.17
C 1.39756 2.72482 -1.08783 -0.17
O 0.97211 1.59279 -0.52961 -0.98
H 0.63546 3.56320 -0.99006 0.06
H 1.67823 2.68287 -2.18578 0.07
H 2.29375 3.24438 -0.61823 0.06
C -0.67127 -2.42881 1.10911 -0.61
C -0.63608 -0.92924 0.79711 -0.21
N -0.63214 -0.66361 -0.61323 -0.90
H -1.50394 -2.83623 0.50338 0.18
H -0.86092 -2.63784 2.16440 0.18
H 0.21217 -2.93599 0.72213 0.20
H 0.23573 -0.47049 1.26772 0.20
H -1.46034 -0.38978 1.31566 0.13
H -0.11976 0.21236 -0.81907 0.45
H -1.54055 -0.72842 -1.03569 0.33

***

87
Properties=species:S:1:pos:R:3:mulliken_spin:R:1 method="wB97M-V/def2-TZVPD" homo_ev="-8.5 / -10.6" homo_lumo_gap_ev="5.36 / 5.30" total_charge=+1 fmax_ev_per_a=4.98 energy_ev=-77862.08763 spin_multiplicity=6 e_lumo_ev="-3.11 / -5.25"
Ru 1.66830 -0.95919 -0.38817 2.92
N 1.46489 -2.60733 3.69774 0.04
C 1.46377 -2.31483 2.38434 0.05
S 2.53299 -1.17608 1.71532 0.26
N 0.49814 -2.84911 1.57170 0.02
N 0.65551 -2.55179 0.26873 0.13
C -0.13931 -3.11622 -0.63783 0.29
C -0.01067 -2.79766 -2.04037 0.14
C -0.59642 -3.43241 -3.19534 0.08
C -0.21754 -2.97481 -4.41081 0.03
C 0.72750 -1.94276 -4.52501 0.13
C 1.21811 -1.35808 -3.37008 -0.01
N 0.84771 -1.77652 -2.16379 0.14
H 1.93750 -1.99039 4.37961 0.00
H 0.61058 -3.02558 4.06683 0.00
H -0.74880 -3.92908 -0.24038 0.02
H -1.34736 -4.20222 -3.05017 0.00
H -0.69058 -3.46619 -5.24434 0.00
H 1.00025 -1.60359 -5.51166 0.01
H 1.91671 -0.53756 -3.52080 0.02
N 3.30636 -0.59686 -1.08398 0.33
C 4.52737 -0.24825 -1.07828 0.06
C 4.86966 1.20543 -1.16774 0.08
C 6.12816 1.66536 -1.59634 0.03
C 6.44953 3.03064 -1.58094 -0.02
C 5.45750 4.04967 -1.33903 0.05
C 4.13599 3.52845 -1.02228 -0.02
C 3.88830 2.17747 -0.91403 0.02
C 5.59133 -1.27351 -0.97741 0.07
C 6.91146 -0.98951 -0.49983 0.04
C 7.85183 -1.99036 -0.38829 -0.02
C 7.55270 -3.28663 -0.75106 0.05
C 6.29277 -3.57372 -1.23536 -0.02
C 5.32393 -2.59844 -1.28664 0.04
H 6.96558 1.01157 -2.01007 0.00
H 7.49332 3.22982 -1.78161 0.00
H 5.65148 5.09757 -1.34559 0.00
H 3.32355 4.16490 -0.65458 0.00
H 2.87873 1.84020 -0.58791 0.00
H 7.11733 0.06007 -0.26653 0.00
H 8.83525 -1.87058 0.12700 0.00
H 8.33899 -4.01790 -0.79379 0.00
H 6.13601 -4.54045 -1.72237 0.00
H 4.29716 -2.93899 -1.65095 0.00
C -3.42709 -0.11860 2.49178 -0.01
C -3.30528 1.26102 3.22315 0.00
C -2.03495 1.22924 4.07521 0.00
C -4.54844 1.27119 4.24402 0.00
C -3.32744 2.48193 2.20164 0.00
O -3.44290 3.64398 3.09238 0.00
C -4.65297 2.50185 1.27841 0.00
C -4.62163 2.09998 -0.24359 0.00
C -4.96427 0.75294 -0.77161 0.00
C -6.35727 0.40521 -0.87412 0.00
C -6.70536 -0.80636 -1.47522 0.00
C -5.66853 -1.73237 -1.85049 0.00
Cl -6.00432 -3.36306 -2.28741 0.00
C -4.31098 -1.32372 -1.77514 -0.01
C -3.96789 -0.09503 -1.20693 0.00
C -2.10288 2.90638 1.36310 0.00
N -1.32975 2.02478 0.46283 0.00
C -0.57082 0.93934 0.73049 -0.02
N 0.05217 0.56301 -0.38395 0.04
C -0.32669 1.44976 -1.30577 0.01
N -1.20261 2.31895 -0.88573 0.01
H -3.56750 -0.88904 3.23847 0.00
H -2.59458 -0.51109 1.95290 0.01
H -4.33623 -0.18557 1.89102 0.00
H -2.09449 0.36329 4.76872 0.00
H -1.89644 2.16048 4.61267 0.00
H -1.11427 1.19512 3.50557 0.00
H -4.50565 0.43957 4.90813 0.00
H -5.48781 1.15411 3.69243 0.00
H -4.59987 2.10114 4.96065 0.00
H -4.04669 3.40994 3.83345 0.00
H -5.00669 3.54041 1.22482 0.00
H -5.48073 1.92688 1.71881 0.00
H -3.64726 2.41436 -0.60590 0.00
H -5.30836 2.80016 -0.66255 0.00
H -7.04947 1.11983 -0.45579 0.00
H -7.74067 -1.03944 -1.67903 0.00
H -3.50232 -1.97822 -2.06640 0.00
H -2.92458 0.20718 -1.21498 0.00
H -1.37949 3.43258 2.02900 0.00
H -2.48645 3.64080 0.68516 0.00
H -0.51951 0.45840 1.71406 0.01
H -0.00657 1.30412 -2.33215 0.01

***

152
Properties=species:S:1:pos:R:3:mulliken_charge:R:1 method="wB97M-V/def2-TZVPD" homo_ev=-8.7 homo_lumo_gap_ev=7.55 smiles="O=C1c2ccccc2C(=O)c2ccccc21.O=C1c2ccccc2C(=O)c2ccccc21.O=C1c2ccccc2C(=O)c2ccccc21.O=C1c2ccccc2C(=O)c2ccccc21.O=C1c2ccccc2C(=O)c2ccccc21.CCOC(=O)CCCNCCOC" total_charge=0 fmax_ev_per_a=4.25 energy_ev=-110988.12920 e_lumo_ev=-1.12
C -5.11919 4.66612 1.98405 -0.89
C -5.44014 3.13740 2.33728 -0.22
O -5.41744 2.25696 1.16476 -0.32
C -4.16252 1.58392 1.07229 0.13
O -4.05148 0.34010 1.06006 -0.49
C -2.84225 2.48720 1.01707 -0.10
C -1.52585 1.71482 0.55683 0.16
C -0.38794 2.85615 0.31190 -0.69
N -0.31744 3.65945 1.56490 -0.20
C 0.76302 3.20576 2.48178 -0.51
C 0.11607 2.11606 3.49943 -0.14
O 0.59913 0.77342 3.22762 -0.40
C -0.19074 -0.21192 3.92674 -0.21
H -4.02343 4.85596 2.28924 0.20
H -5.79460 5.42418 2.48955 0.33
H -5.13029 4.79639 0.84323 0.25
H -4.79218 2.71343 3.18863 0.28
H -6.51325 3.12133 2.75674 0.35
H -2.75640 2.97699 2.05269 0.11
H -3.02690 3.32406 0.24504 0.19
H -1.64973 1.11629 -0.40499 0.41
H -1.18352 0.95607 1.35234 -0.10
H 0.61065 2.41308 -0.02009 -0.07
H -0.84775 3.54942 -0.48708 0.43
H -0.29882 4.66881 1.39201 0.25
H 1.24387 4.03361 3.09257 0.43
H 1.58923 2.69663 1.88395 0.06
H 0.44653 2.38812 4.56571 0.36
H -1.03287 2.18733 3.46458 0.04
H 0.11636 -1.26236 3.58911 0.25
H -1.31228 -0.10440 3.75768 0.12
H 0.03462 -0.07268 5.04891 0.02
C -4.15225 -4.25681 2.00311 -0.65
C -3.87874 -3.03299 1.39521 -0.38
C -2.76214 -2.89456 0.58094 -0.66
C -1.90657 -3.97742 0.38092 0.15
C -2.16591 -5.19672 1.00937 0.16
C -3.29798 -5.33736 1.81220 -0.56
C -1.23722 -6.33947 0.84490 0.64
O -1.46341 -7.40591 1.38994 -0.68
C -0.02337 -6.16166 0.01399 0.42
C 0.89318 -7.20727 -0.10592 -0.63
C 2.02834 -7.05030 -0.89485 -0.47
C 2.24658 -5.85287 -1.57357 -0.51
C 1.33714 -4.80944 -1.45115 -0.32
C 0.20765 -4.95873 -0.65030 0.01
C -0.73073 -3.82431 -0.50195 0.45
O -0.53283 -2.77671 -1.09443 -0.73
H -5.03003 -4.36632 2.63161 0.43
H -4.53877 -2.18669 1.55487 0.53
H -2.55798 -1.94024 0.10630 0.59
H -3.51295 -6.28604 2.29278 0.47
H 0.72729 -8.14307 0.41767 0.47
H 2.74274 -7.86226 -0.98259 0.39
H 3.12838 -5.73262 -2.19455 0.41
H 1.51169 -3.87715 -1.97607 0.49
C 3.08670 -1.32110 -2.61192 -0.36
C 4.28455 -1.80888 -3.12864 -0.84
C 5.40859 -0.99122 -3.17000 -0.41
C 5.33364 0.32219 -2.70470 0.75
C 4.12595 0.81542 -2.20988 0.50
C 3.00685 -0.01266 -2.15427 -1.15
C 4.01542 2.22009 -1.75795 0.39
O 2.95991 2.64786 -1.32267 -0.63
C 5.20343 3.09834 -1.85134 0.10
C 5.10013 4.44000 -1.48328 -0.52
C 6.21407 5.26901 -1.55528 -0.50
C 7.43689 4.75949 -1.98603 -0.54
C 7.54283 3.42477 -2.35894 -0.53
C 6.42362 2.59356 -2.30149 0.22
C 6.53926 1.18258 -2.73494 0.39
O 7.61041 0.73898 -3.11637 -0.70
H 2.21150 -1.96042 -2.57029 0.57
H 4.34282 -2.82777 -3.49736 0.45
H 6.33989 -1.37787 -3.56835 0.47
H 2.06898 0.36221 -1.75796 0.62
H 4.15140 4.84262 -1.14389 0.49
H 6.13012 6.31344 -1.27344 0.40
H 8.30742 5.40526 -2.03516 0.40
H 8.49677 3.03469 -2.69829 0.48
C 9.45057 -0.91141 -6.33327 -0.90
C 8.23214 -0.49853 -5.79887 0.03
C 7.41241 0.36247 -6.51871 -0.24
C 7.81419 0.82380 -7.77196 -0.16
C 9.04565 0.42951 -8.29670 0.22
C 9.85829 -0.44875 -7.57918 -0.57
C 9.50671 0.95050 -9.60400 0.68
O 10.58040 0.60394 -10.06493 -0.67
C 8.64620 1.90622 -10.33848 0.14
C 9.09186 2.45016 -11.54357 -0.54
C 8.28531 3.33798 -12.24674 -0.47
C 7.02756 3.67872 -11.75428 -0.46
C 6.58212 3.14343 -10.55143 -0.52
C 7.39488 2.26329 -9.83610 0.19
C 6.92558 1.72653 -8.53834 0.50
O 5.82677 2.02764 -8.10464 -0.67
H 10.08587 -1.59078 -5.77451 0.40
H 7.92120 -0.84916 -4.82281 0.23
H 6.46187 0.67660 -6.09940 0.59
H 10.81080 -0.76945 -7.98788 0.46
H 10.06916 2.18652 -11.93442 0.46
H 8.63614 3.76372 -13.18110 0.39
H 6.39569 4.36606 -12.30714 0.39
H 5.60353 3.41619 -10.17035 0.46
C -4.52032 1.09750 9.20742 -0.49
C -4.67372 0.91127 10.57943 -0.46
C -3.59756 0.48478 11.34888 -0.58
C -2.36581 0.23124 10.74579 0.33
C -2.21900 0.39444 9.36809 0.10
C -3.29642 0.83941 8.60143 -0.60
C -0.93079 0.08154 8.70758 0.44
O -0.80077 0.22743 7.50454 -0.63
C 0.19346 -0.41941 9.53030 0.31
C 1.39469 -0.77292 8.91470 -0.46
C 2.46035 -1.23178 9.68078 -0.55
C 2.33388 -1.33059 11.06456 -0.47
C 1.13717 -0.98473 11.68117 -0.61
C 0.06106 -0.53748 10.91397 0.32
C -1.22054 -0.20557 11.57669 0.51
O -1.33374 -0.29567 12.78674 -0.68
H -5.35846 1.43919 8.60900 0.40
H -5.63297 1.10095 11.04955 0.39
H -3.72146 0.34640 12.41788 0.46
H -3.18434 0.98099 7.53157 0.54
H 1.50107 -0.69538 7.83755 0.44
H 3.39178 -1.51102 9.19939 0.42
H 3.16832 -1.68195 11.66248 0.39
H 1.04297 -1.06833 12.75883 0.46
C -9.59359 -0.27487 1.83828 -0.67
C -8.21171 -0.10070 1.80522 -0.52
C -7.51098 -0.31191 0.62357 -0.28
C -8.18980 -0.71041 -0.52802 -0.13
C -9.57074 -0.90845 -0.48866 0.48
C -10.27305 -0.67855 0.69472 -0.67
C -10.29701 -1.37900 -1.69068 0.50
O -11.50360 -1.54868 -1.65819 -0.68
C -9.53265 -1.64838 -2.93011 0.17
C -10.19350 -2.14672 -4.05347 -0.56
C -9.48652 -2.39012 -5.22563 -0.45
C -8.11949 -2.12830 -5.28355 -0.50
C -7.45637 -1.63711 -4.16515 -0.44
C -8.16010 -1.40524 -2.98288 0.05
C -7.43733 -0.91562 -1.78665 0.55
O -6.24096 -0.69048 -1.83565 -0.68
H -10.14089 -0.10086 2.75906 0.38
H -7.68041 0.20226 2.70166 0.53
H -6.43500 -0.16939 0.60381 0.75
H -11.34851 -0.81787 0.72786 0.48
H -11.25875 -2.34984 -4.01613 0.46
H -10.00155 -2.78254 -6.09634 0.39
H -7.56971 -2.31172 -6.20087 0.39
H -6.39061 -1.43961 -4.21466 0.47

***

Copy entry 3 word for word.
15
Properties=species:S:1:pos:R:3:nbo_charge:R:1 method="wB97M-V/def2-TZVPD" homo_ev=-2.4 homo_lumo_gap_ev=6.58 total_charge=-1 fmax_ev_per_a=1.27 energy_ev=-6810.02812 e_lumo_ev=4.17
C 1.39756 2.72482 -1.08783 -0.17
O 0.97211 1.59279 -0.52961 -0.98
H 0.63546 3.56320 -0.99006 0.06
H 1.67823 2.68287 -2.18578 0.07
H 2.29375 3.24438 -0.61823 0.06
C -0.67127 -2.42881 1.10911 -0.61
C -0.63608 -0.92924 0.79711 -0.21
N -0.63214 -0.66361 -0.61323 -0.90
H -1.50394 -2.83623 0.50338 0.18
H -0.86092 -2.63784 2.16440 0.18
H 0.21217 -2.93599 0.72213 0.20
H 0.23573 -0.47049 1.26772 0.20
H -1.46034 -0.38978 1.31566 0.13
H -0.11976 0.21236 -0.81907 0.45
H -1.54055 -0.72842 -1.03569 0.33